Here is a structure of composition C37H47N8O4PS4Sr in a non-equilibrium geometry from the Open Molecules 2025 dataset. Energies are from the ωB97M-V functional and the def2-TZVPD basis.

The geometry in XYZ format:
```
102
Properties=species:S:1:pos:R:3:lowdin_charge:R:1
Sr -0.37 -0.25 0.49 1.39
C -0.05 5.05 7.28 -0.05
C -0.10 4.01 6.19 -0.27
C -0.57 4.33 4.92 -0.03
C -0.64 3.37 3.92 -0.04
C -0.25 2.07 4.20 -0.28
C 0.21 1.72 5.47 -0.05
C 0.28 2.70 6.45 -0.03
S -0.28 0.85 2.93 0.49
O -0.07 -0.44 3.57 -0.31
O -1.55 0.99 2.22 -0.43
N 0.82 1.17 1.86 -0.31
C 2.12 0.62 1.91 -0.39
C 3.00 0.85 2.97 -0.01
C 4.27 0.34 2.89 -0.06
C 4.64 -0.40 1.77 -0.07
C 3.70 -0.59 0.78 -0.13
N 2.46 -0.09 0.83 0.10
H 0.13 6.04 6.86 0.08
H 0.73 4.83 8.00 0.08
H -1.00 5.10 7.82 0.08
H -0.87 5.35 4.71 0.11
H -1.01 3.62 2.93 0.10
H 0.50 0.70 5.66 0.11
H 0.64 2.43 7.44 0.11
H 2.67 1.43 3.82 0.11
H 4.98 0.50 3.70 0.11
H 5.63 -0.82 1.67 0.10
H 3.93 -1.17 -0.11 0.10
C 3.29 2.77 -1.14 -0.07
C 2.06 3.38 -0.56 -0.64
N 0.86 2.92 -0.76 0.11
C -0.08 3.69 -0.10 -0.34
C 0.42 4.76 0.57 -0.37
S 2.12 4.79 0.43 1.05
C -1.51 3.33 -0.18 -0.34
C -2.56 4.09 0.23 -0.36
S -4.02 3.31 -0.18 1.06
C -3.14 2.02 -0.89 -0.63
N -1.85 2.14 -0.79 0.09
C -3.82 0.86 -1.54 -0.07
H 3.02 1.86 -1.67 0.05
H 4.00 2.51 -0.35 0.08
H 3.79 3.46 -1.83 0.08
H -0.11 5.50 1.14 0.07
H -2.54 5.05 0.70 0.07
H -4.89 1.03 -1.64 0.07
H -3.66 -0.06 -0.97 0.04
H -3.40 0.71 -2.53 0.09
O -0.01 -0.44 -1.77 -0.37
N 1.15 -0.96 -2.12 -0.22
C 1.92 -0.25 -2.98 -0.05
C 3.12 -0.73 -3.43 -0.08
C 3.55 -1.98 -2.99 -0.09
C 2.78 -2.68 -2.09 -0.12
C 1.56 -2.17 -1.60 -0.70
S 0.63 -2.97 -0.40 0.60
H 1.48 0.69 -3.27 0.13
H 3.69 -0.13 -4.13 0.10
H 4.48 -2.39 -3.34 0.10
H 3.08 -3.64 -1.70 0.10
O -2.27 -1.57 0.41 -0.47
P -3.36 -2.57 0.20 0.54
N -3.81 -2.67 -1.38 -0.17
C -2.67 -2.73 -2.35 -0.18
C -3.26 -3.39 -3.58 -0.17
C -4.26 -4.38 -2.98 -0.17
C -4.90 -3.55 -1.87 -0.20
N -4.75 -2.15 1.01 -0.17
C -5.95 -1.60 0.36 -0.20
C -6.63 -0.78 1.46 -0.17
C -5.45 -0.28 2.28 -0.16
C -4.55 -1.51 2.34 -0.18
N -2.81 -4.03 0.74 -0.16
C -3.74 -5.17 0.88 -0.20
C -3.17 -5.99 2.04 -0.17
C -2.38 -4.97 2.86 -0.17
C -1.75 -4.11 1.77 -0.21
H -1.84 -3.32 -1.93 0.08
H -2.27 -1.73 -2.52 0.10
H -2.50 -3.87 -4.18 0.11
H -3.78 -2.67 -4.20 0.11
H -3.73 -5.23 -2.56 0.11
H -5.00 -4.74 -3.69 0.11
H -5.32 -4.16 -1.07 0.09
H -5.72 -2.94 -2.27 0.11
H -6.61 -2.38 -0.02 0.10
H -5.68 -0.96 -0.48 0.09
H -7.26 -1.42 2.07 0.11
H -7.25 0.02 1.05 0.11
H -5.72 0.08 3.27 0.11
H -4.93 0.53 1.76 0.11
H -4.86 -2.18 3.14 0.11
H -3.50 -1.25 2.49 0.10
H -3.79 -5.75 -0.04 0.10
H -4.74 -4.81 1.13 0.10
H -2.49 -6.76 1.66 0.11
H -3.95 -6.49 2.61 0.11
H -1.64 -5.42 3.51 0.11
H -3.06 -4.37 3.47 0.11
H -0.87 -4.60 1.36 0.08
H -1.46 -3.12 2.11 0.10
```

Calculated values
highest occupied orbital energy	-6.8	eV
E_tot	-112713.3889	eV
relative energy (zero: lowest compared OMol25 entry of this formula, charge and spin)	43.6	kcal per mole
Kohn-Sham gap	7.315	eV
2S+1	1